1.
A cluster of 3 separate species, C23H48N6O7P2S in total. Source: OMol25; level of theory: ωB97M-V/def2-TZVPD.

XYZ file:
```
87
Properties=species:S:1:pos:R:3:mulliken_charge:R:1
O 0.638 1.762 -1.740 -0.618
C 0.720 1.052 -2.699 -0.308
O -0.391 0.285 -3.113 -0.150
C -1.297 1.019 -3.943 -0.052
C -2.746 0.438 -3.649 -0.960
C -2.889 -1.082 -4.062 -0.163
C -1.824 -1.596 -5.093 -0.443
O -1.586 -0.716 -6.220 -0.333
S -1.028 0.755 -5.768 1.139
O -1.911 1.741 -6.409 -0.702
O 0.333 1.050 -6.197 -0.555
C 2.020 0.857 -3.538 0.858
C 2.398 -0.546 -3.779 -0.002
C 3.577 -0.822 -4.589 -0.700
C 4.320 0.305 -5.136 -0.367
C 3.952 1.699 -4.873 -0.655
C 2.768 1.987 -4.061 -0.228
H -1.226 2.112 -3.704 0.587
H -3.450 1.023 -4.310 0.400
H -3.023 0.665 -2.592 0.332
H -2.743 -1.689 -3.123 0.122
H -3.920 -1.252 -4.462 0.331
H -2.072 -2.617 -5.495 0.386
H -0.841 -1.732 -4.553 0.167
H 1.819 -1.402 -3.369 0.361
H 3.825 -1.895 -4.777 0.359
H 5.205 0.088 -5.775 0.351
H 4.515 2.561 -5.297 0.370
H 2.401 3.007 -3.824 0.374
C 1.883 1.824 1.307 -0.106
N 3.308 1.579 1.166 0.152
C 3.532 0.378 0.360 -0.508
P 4.552 1.897 2.335 0.847
O 5.602 2.242 1.285 -0.802
N 4.416 3.536 2.887 0.161
C 3.178 4.294 2.928 -1.249
C 5.493 4.457 2.516 -0.984
N 3.475 1.405 3.650 -0.071
C 4.012 1.768 4.991 -1.061
C 3.277 -0.063 3.733 -0.925
H 1.385 1.144 2.012 0.226
H 1.376 1.703 0.346 -0.067
H 1.649 2.841 1.602 0.073
H 3.449 -0.546 0.947 0.272
H 4.532 0.391 -0.082 0.300
H 2.829 0.308 -0.473 -0.176
H 2.853 4.601 1.928 0.327
H 3.305 5.204 3.524 0.458
H 2.377 3.748 3.428 0.351
H 5.409 4.776 1.471 0.309
H 6.470 4.001 2.671 0.317
H 5.478 5.352 3.147 0.310
H 4.996 1.320 5.160 0.379
H 3.334 1.433 5.780 0.397
H 4.107 2.842 5.131 0.329
H 4.230 -0.599 3.731 0.362
H 2.667 -0.441 2.914 0.081
H 2.731 -0.331 4.640 0.400
C -5.497 -1.199 0.773 -0.852
N -4.694 -2.359 0.422 0.207
C -5.486 -3.286 -0.384 -1.116
P -3.459 -3.118 1.381 0.933
O -2.602 -3.484 0.174 -0.847
N -2.336 -1.904 1.910 0.226
C -2.667 -0.505 2.120 -1.155
C -0.980 -1.962 1.359 -1.035
N -4.397 -2.818 2.853 -0.085
C -3.601 -3.050 4.091 -1.052
C -5.561 -3.725 3.007 -1.100
H -6.240 -1.396 1.557 0.277
H -6.051 -0.843 -0.101 0.397
H -4.904 -0.346 1.080 0.184
H -6.127 -3.934 0.227 0.251
H -4.838 -3.940 -0.974 0.292
H -6.128 -2.769 -1.101 0.395
H -2.803 0.029 1.173 0.190
H -1.866 0.001 2.668 0.443
H -3.551 -0.380 2.748 0.376
H -0.944 -1.583 0.331 0.266
H -0.594 -2.981 1.375 0.324
H -0.285 -1.370 1.964 0.341
H -3.212 -4.072 4.128 0.373
H -4.215 -2.876 4.979 0.403
H -2.759 -2.369 4.185 0.314
H -5.275 -4.773 2.884 0.381
H -6.355 -3.499 2.297 0.268
H -6.019 -3.607 3.991 0.402
```

Computed properties:
* net charge: 0
* LUMO level: -0.94 eV
* structure (SMILES): O=C(O[C@@H]1CCCOS1(=O)=O)c1ccccc1.CN(C)P(=O)(N(C)C)N(C)C.CN(C)P(=O)(N(C)C)N(C)C
* HOMO level: -8.061 eV
* gap between HOMO and LUMO: 0.2619 Eh

***

2.
A structure of composition C23H48NO2P3Tb. Source: OMol25; level of theory: ωB97M-V/def2-TZVPD.

XYZ file:
```
78
Properties=species:S:1:pos:R:3:mulliken_charge:R:1
Tb -0.080 0.386 0.093 0.361
P 0.316 -0.587 -2.502 0.721
P -2.313 1.701 -1.042 0.820
P 1.683 -1.387 1.277 0.938
H -2.831 -0.245 1.479 0.394
C -1.839 -0.301 1.941 -0.843
C -1.270 0.797 2.531 -0.291
H -1.785 1.764 2.586 0.364
C -0.730 -2.014 -2.987 -0.350
C 0.034 0.415 -4.002 -1.281
C 1.969 -1.294 -2.878 -1.136
C -3.429 2.531 0.154 -1.165
C -1.873 3.118 -2.126 -1.097
C -3.505 0.789 -2.086 -1.226
C 1.674 -1.508 3.103 -1.244
C 3.467 -1.202 0.916 -1.292
C 1.381 -3.107 0.771 -1.275
H -1.467 -1.323 2.098 0.437
H -0.354 0.741 3.137 0.263
H -0.492 -2.338 -4.013 0.564
H -1.801 -1.799 -2.902 0.377
H -0.490 -2.800 -2.266 -0.565
H 0.387 -0.162 -4.870 0.504
H 0.603 1.348 -3.910 0.400
H -1.032 0.655 -4.111 0.357
H 2.034 -1.513 -3.954 0.465
H 2.165 -2.206 -2.298 0.305
H 2.730 -0.550 -2.612 0.387
H -4.406 2.708 -0.318 0.433
H -3.013 3.492 0.484 0.339
H -3.569 1.898 1.040 0.325
H -2.786 3.558 -2.555 0.430
H -1.215 2.786 -2.940 0.270
H -1.340 3.888 -1.549 0.237
H -4.312 1.464 -2.402 0.479
H -3.939 -0.037 -1.508 0.388
H -3.018 0.362 -2.971 0.295
H 2.174 -2.432 3.426 0.446
H 0.640 -1.499 3.471 0.345
H 2.198 -0.639 3.526 0.392
H 4.048 -1.964 1.458 0.442
H 3.789 -0.199 1.236 0.407
H 3.640 -1.298 -0.165 0.333
H 2.053 -3.793 1.300 0.505
H 1.511 -3.236 -0.310 0.334
H 0.342 -3.371 0.998 0.214
C -0.714 -5.720 -0.668 0.957
C -1.509 -6.585 -1.448 -0.866
C -2.257 -7.551 -0.780 -0.421
C -2.185 -7.667 0.613 -0.535
C -1.273 -6.897 1.352 -0.612
C -0.461 -5.965 0.684 -0.262
O -0.254 -4.546 -1.210 -0.371
H -0.564 -4.494 -2.141 0.236
H -1.528 -6.450 -2.537 0.376
H -2.900 -8.220 -1.368 0.368
H -2.827 -8.380 1.136 0.382
H -1.175 -7.013 2.432 0.391
H 0.328 -5.421 1.194 0.377
O 0.926 2.204 0.399 -0.195
C 1.203 3.441 0.666 0.081
C 0.182 4.364 1.244 0.256
C 0.579 4.848 2.644 -0.768
C 1.546 6.027 2.603 -0.793
C 2.916 5.690 2.013 -0.617
C 2.849 5.296 0.542 -0.710
N 2.406 3.893 0.363 -0.078
H 0.070 5.220 0.550 0.584
H -0.784 3.839 1.290 -0.481
H -0.325 5.169 3.174 0.448
H 1.010 4.022 3.227 0.291
H 1.104 6.843 2.009 0.310
H 1.692 6.415 3.620 0.374
H 3.571 6.570 2.109 0.374
H 3.398 4.885 2.586 0.300
H 2.166 5.959 -0.008 0.296
H 3.841 5.385 0.085 0.463
H 3.023 3.243 -0.126 0.341
```

Computed properties:
* multiplicity: 7
* net charge: +3
* LUMO level (spin up / spin down): -10.41 / -9.70 eV
* HOMO level (spin up / spin down): -14.424 / -14.424 eV
* gap between HOMO and LUMO (spin up / spin down): 0.1474 / 0.1736 Eh
* ⟨S²⟩: 12.61